[1]
{"formula": "C6H6N2O3Pt", "method": "wB97M-V/def2-TZVPD", "s2": 2.02, "total_charge": 2, "multiplicity": 3, "orbital_gap_ev": [9.52, 6.01], "relative_energy_ev": 0.244, "e_lumo_ha": [-0.34525, -0.45714], "symbols": ["O", "C", "Pt", "C", "C", "O", "O", "C", "N", "C", "C", "N", "H", "H", "H", "H", "H", "H"], "xyz": [[4.975, -1.368, 0.029], [3.945, -1.313, -0.425], [0.303, -1.229, -2.245], [0.525, -3.217, -1.855], [1.411, -0.050, -3.480], [0.391, -4.391, -1.672], [1.812, 0.717, -4.294], [-0.672, 0.948, 2.499], [-0.998, 0.834, 1.061], [-2.251, 1.454, 0.606], [-0.264, 0.190, 0.262], [0.391, -0.392, -0.507], [-1.491, 1.518, 2.919], [0.273, 1.474, 2.630], [-0.616, -0.040, 2.954], [-2.067, 2.247, -0.167], [-2.961, 0.698, 0.178], [-2.707, 1.917, 1.508]], "forces_ev_per_a": [[-0.89, 0.05, -0.39], [0.84, -0.05, 0.35], [1.33, -0.70, -0.65], [-1.78, -8.51, 1.07], [2.05, 5.32, -6.04], [1.35, 8.29, -1.21], [-2.28, -5.17, 5.55], [0.28, 0.02, 0.38], [-0.26, 0.21, 0.59], [-1.40, 0.66, -0.68], [-0.48, 0.51, 0.56], [0.13, -0.11, -0.05], [0.18, -0.02, 0.31], [-0.02, 0.02, -0.03], [-0.03, -0.02, -0.04], [0.02, -0.71, 0.72], [0.74, 0.54, 0.45], [0.22, -0.32, -0.90]]}

[2]
{"formula": "C9H14", "method": "wB97M-V/def2-TZVPD", "orbital_gap_ev": 9.71, "relative_energy_ev": 2.113, "e_lumo_ha": 0.03504, "smiles": "Cc1ccccc1.CC", "symbols": ["C", "C", "C", "C", "C", "C", "C", "H", "H", "H", "H", "H", "H", "H", "H", "C", "C", "H", "H", "H", "H", "H", "H"], "xyz": [[1.155, -2.999, -0.190], [1.099, -1.631, 0.375], [1.039, -1.483, 1.774], [1.298, -0.249, 2.418], [1.249, 0.807, 1.543], [1.319, 0.702, 0.132], [1.403, -0.525, -0.428], [0.229, -3.513, 0.080], [2.135, -3.291, 0.214], [1.092, -3.049, -1.367], [0.716, -2.393, 2.408], [1.511, -0.094, 3.494], [1.246, 1.926, 1.963], [1.483, 1.624, -0.434], [1.487, -0.757, -1.451], [-2.283, 2.476, -0.751], [-2.297, 1.312, -1.905], [-1.583, 3.248, -0.784], [-3.218, 3.077, -0.689], [-2.247, 1.788, 0.165], [-2.892, 1.436, -2.773], [-1.212, 1.229, -2.344], [-2.729, 0.359, -1.450]], "forces_ev_per_a": [[-0.57, 0.11, -2.24], [0.47, 1.09, 1.00], [-0.43, -1.38, 1.21], [-0.71, -0.71, -0.89], [0.71, 4.10, 0.34], [0.58, 1.50, 1.24], [-1.26, -1.41, 0.86], [0.64, -0.69, 0.60], [-0.65, -1.34, -0.51], [0.64, 0.39, 2.26], [0.99, 1.38, -1.08], [-0.66, -0.36, -0.81], [0.19, -2.62, -0.84], [-0.33, -0.37, 0.11], [0.36, 0.34, -1.26], [-2.71, -3.36, 0.05], [1.92, 0.37, 1.18], [1.88, 0.52, -0.23], [0.11, -0.89, -0.16], [0.34, 1.76, -0.81], [-0.79, 0.89, -0.72], [-1.94, -0.44, 1.18], [1.21, 1.12, -0.49]]}

[3]
{"formula": "C5H13N", "method": "wB97M-V/def2-TZVPD", "orbital_gap_ev": 8.27, "relative_energy_ev": 5.259, "e_lumo_ha": 0.02927, "symbols": ["C", "C", "C", "C", "C", "N", "H", "H", "H", "H", "H", "H", "H", "H", "H", "H", "H", "H", "H"], "xyz": [[-1.015, 1.577, 0.278], [-0.385, 0.460, 0.769], [0.912, -0.082, 0.276], [0.503, -1.159, -0.723], [1.784, -0.617, 1.419], [-1.696, 0.380, -1.696], [-1.907, 1.871, 0.812], [-0.446, 2.252, -0.332], [-1.287, 0.361, -0.270], [-0.718, -0.082, 1.649], [1.507, 0.695, -0.197], [1.353, -1.576, -1.274], [-0.130, -1.996, -0.435], [-0.150, -0.559, -1.407], [1.625, -1.646, 1.742], [2.844, -0.513, 1.189], [1.649, -0.019, 2.330], [-2.668, 0.207, -1.420], [-1.772, 0.446, -2.711]], "forces_ev_per_a": [[0.91, -0.07, 2.11], [0.60, 0.54, 1.24], [0.20, -1.29, 0.63], [0.46, 0.73, -2.08], [0.23, 0.56, 0.96], [-1.75, 0.30, 0.95], [-0.16, 0.33, -0.43], [-0.45, 0.06, -0.55], [-0.10, -0.23, -2.32], [-0.78, 0.11, -0.20], [-0.20, 0.11, -0.46], [0.08, 0.08, 0.17], [0.07, 0.16, 0.84], [0.84, -1.28, -0.05], [-0.32, -0.10, -0.41], [0.01, -0.14, -0.22], [0.00, 0.07, -0.09], [-0.12, 0.13, -0.22], [0.49, -0.08, 0.13]]}

[4]
{"formula": "C16H24O13Pt", "method": "wB97M-V/def2-TZVPD", "s2": 2.00, "multiplicity": 3, "orbital_gap_ev": [7.37, 8.09], "e_lumo_ha": [0.00582, 0.00581], "symbols": ["Pt", "C", "C", "O", "O", "H", "H", "H", "C", "C", "O", "O", "H", "H", "H", "C", "C", "C", "O", "C", "O", "O", "H", "H", "H", "H", "H", "H", "C", "C", "C", "O", "C", "O", "O", "H", "H", "H", "H", "H", "H", "C", "C", "C", "O", "C", "O", "O", "H", "H", "H", "H", "H", "H"], "xyz": [[1.898, -0.461, 1.287], [-0.708, -0.091, 4.459], [0.465, -0.196, 3.494], [0.858, -1.361, 3.267], [0.939, 0.769, 2.839], [-1.109, 0.907, 4.617], [-0.357, -0.535, 5.391], [-1.494, -0.723, 4.044], [5.884, -1.147, 0.636], [4.434, -0.830, 0.852], [3.637, -1.213, -0.037], [3.979, -0.419, 1.956], [6.068, -2.162, 0.990], [6.602, -0.481, 1.118], [6.158, -1.121, -0.419], [-2.286, -5.163, -1.399], [-1.752, -3.828, -0.892], [-1.951, -3.662, 0.623], [-0.754, -3.061, 1.033], [0.207, -3.250, 0.134], [1.353, -2.975, 0.305], [-0.312, -3.862, -0.948], [-3.347, -5.094, -1.648], [-2.276, -5.924, -0.613], [-1.722, -5.640, -2.198], [-2.089, -2.970, -1.466], [-2.165, -4.565, 1.193], [-2.810, -3.000, 0.764], [1.024, 3.542, -3.905], [2.006, 3.464, -2.747], [1.847, 4.460, -1.639], [2.053, 3.676, -0.458], [2.059, 2.370, -0.790], [2.229, 1.502, -0.009], [2.151, 2.204, -2.127], [0.006, 3.353, -3.544], [1.227, 2.719, -4.588], [1.068, 4.544, -4.324], [2.970, 3.680, -3.231], [0.863, 4.939, -1.516], [2.464, 5.362, -1.665], [-3.490, 2.729, -0.200], [-3.248, 1.484, 0.655], [-3.650, 0.189, -0.068], [-2.420, -0.481, -0.228], [-1.383, 0.257, 0.261], [-0.266, -0.121, 0.173], [-1.828, 1.381, 0.814], [-4.571, 2.772, -0.381], [-3.074, 2.602, -1.204], [-3.138, 3.651, 0.252], [-3.846, 1.701, 1.542], [-4.084, 0.469, -1.028], [-4.317, -0.387, 0.573]], "forces_ev_per_a": [[0.46, 0.48, 0.88], [0.51, 0.20, -0.05], [-0.52, -0.73, -0.23], [0.19, -0.43, -0.25], [-0.49, 0.69, -0.15], [0.26, 0.09, -0.01], [-0.30, 0.05, 0.12], [0.01, -0.08, 0.10], [0.93, 0.46, -0.14], [-0.13, -1.37, -0.04], [-0.42, 0.35, -0.49], [0.54, 0.58, 0.29], [-0.08, 0.02, 0.09], [-0.36, 0.00, 0.38], [-0.39, -0.12, -0.09], [-0.52, -0.48, 0.44], [0.73, -1.67, 0.51], [-1.28, 0.75, -0.82], [-0.40, 0.62, 1.27], [0.55, -0.43, -0.07], [-0.34, -0.21, -0.37], [0.19, 0.15, -0.72], [0.10, 0.17, -0.37], [0.24, 0.24, 0.22], [-0.02, 0.60, -0.34], [-0.11, 0.07, 0.02], [0.36, -0.27, -0.22], [0.29, 0.21, 0.37], [-0.80, -0.93, 1.30], [1.51, 1.06, -2.14], [-1.39, 1.02, 1.27], [-0.24, 0.13, -0.12], [1.88, 0.43, -0.33], [-0.44, -0.42, 0.46], [-1.29, -0.01, 0.29], [-0.02, 0.22, 0.01], [0.22, 0.40, -0.40], [0.09, -0.14, -0.36], [0.09, -0.24, 0.24], [-0.26, -0.65, -0.43], [0.78, -0.63, 0.01], [-0.67, -0.71, -0.73], [-0.38, 1.73, -1.27], [0.08, 0.91, 0.81], [0.23, -0.33, -0.31], [-1.00, -0.55, -0.02], [0.57, -0.02, -0.16], [-0.05, -0.13, 0.80], [0.02, 0.34, 0.22], [0.34, 0.08, 0.15], [0.03, -0.05, 0.11], [0.86, -0.68, 0.69], [-0.10, -0.52, -0.06], [-0.07, -0.26, -0.38]]}

[5]
{"formula": "C30H35HgP2Sb", "method": "wB97M-V/def2-TZVPD", "s2": 0.76, "total_charge": 1, "multiplicity": 2, "orbital_gap_ev": [7.79, 4.09], "relative_energy_ev": 1.136, "e_lumo_ha": [-0.08318, -0.21809], "symbols": ["Hg", "C", "C", "P", "C", "C", "C", "C", "C", "C", "C", "C", "C", "C", "C", "C", "C", "P", "C", "C", "C", "C", "C", "C", "C", "C", "C", "C", "C", "C", "H", "H", "H", "H", "H", "H", "H", "H", "H", "H", "H", "H", "H", "H", "H", "H", "H", "H", "H", "H", "H", "H", "H", "H", "H", "H", "C", "Sb", "C", "C", "H", "H", "H", "H", "H", "H", "H", "H", "H"], "xyz": [[-0.197, 2.662, 1.042], [0.102, -1.368, -2.435], [1.280, -0.738, -1.694], [1.560, -1.532, -0.040], [3.045, -2.538, -0.471], [2.953, -3.913, -0.632], [4.067, -4.636, -1.025], [5.273, -3.992, -1.238], [5.362, -2.618, -1.088], [4.255, -1.888, -0.702], [2.431, -0.242, 0.930], [2.849, -0.589, 2.216], [3.610, 0.290, 2.968], [3.944, 1.534, 2.463], [3.520, 1.893, 1.194], [2.774, 1.012, 0.427], [-1.207, -0.809, -1.894], [-1.496, -1.303, -0.127], [-2.860, -0.199, 0.408], [-3.057, 1.090, -0.080], [-4.122, 1.855, 0.371], [-4.992, 1.354, 1.323], [-4.794, 0.076, 1.825], [-3.737, -0.691, 1.378], [-2.515, -2.798, -0.434], [-3.735, -2.631, -1.090], [-4.536, -3.726, -1.343], [-4.130, -4.988, -0.937], [-2.913, -5.159, -0.302], [-2.105, -4.063, -0.045], [0.124, -2.458, -2.352], [0.174, -1.117, -3.495], [1.052, 0.318, -1.532], [2.201, -0.829, -2.275], [2.012, -4.418, -0.458], [3.999, -5.706, -1.158], [6.146, -4.557, -1.523], [6.298, -2.113, -1.266], [4.339, -0.817, -0.587], [2.625, -1.574, 2.605], [3.955, -0.001, 3.946], [4.549, 2.214, 3.043], [3.799, 2.851, 0.780], [2.526, 1.298, -0.585], [-2.052, -1.175, -2.483], [-1.172, 0.280, -1.952], [-2.432, 1.484, -0.870], [-4.277, 2.842, -0.036], [-5.830, 1.940, 1.662], [-5.466, -0.320, 2.570], [-3.622, -1.698, 1.763], [-4.066, -1.647, -1.392], [-5.479, -3.592, -1.851], [-4.768, -5.838, -1.121], [-2.595, -6.145, -0.001], [-1.158, -4.185, 0.462], [0.454, -0.129, 5.626], [-0.187, 0.228, 3.587], [-2.171, 0.962, 4.073], [-0.679, -1.845, 3.177], [-0.343, -0.612, 6.180], [0.702, 0.814, 6.097], [1.332, -0.765, 5.618], [-2.179, 1.330, 5.090], [-2.890, 0.160, 3.975], [-2.441, 1.768, 3.398], [-0.681, -2.422, 4.096], [0.049, -2.256, 2.486], [-1.656, -1.868, 2.711]], "forces_ev_per_a": [[0.00, 0.13, -0.13], [0.00, 0.10, 0.00], [-0.14, -0.10, 0.24], [0.96, 0.97, -0.72], [-0.51, -0.36, 0.24], [-0.09, 0.05, -0.01], [0.10, -0.14, -0.01], [-0.03, -0.09, -0.04], [0.06, 0.01, 0.00], [0.00, 0.07, -0.01], [-0.49, -0.08, 0.16], [0.14, -0.04, -0.18], [0.00, -0.14, 0.02], [-0.06, 0.02, -0.10], [0.08, 0.00, -0.03], [-0.04, -0.09, -0.07], [0.27, 0.05, 0.23], [-1.17, 0.12, -1.13], [0.50, -0.01, 0.38], [0.07, -0.01, -0.28], [-0.03, 0.06, -0.07], [0.11, -0.11, -0.04], [-0.03, -0.01, 0.02], [-0.02, -0.11, 0.12], [0.53, -0.07, 0.34], [-0.04, 0.02, -0.06], [-0.02, 0.07, -0.02], [0.04, -0.13, 0.00], [-0.04, -0.14, 0.02], [0.10, 0.11, -0.01], [0.00, -0.03, -0.10], [-0.01, -0.11, 0.02], [0.09, 0.02, -0.06], [-0.05, 0.08, 0.17], [-0.06, -0.06, 0.03], [-0.03, -0.09, 0.02], [0.07, -0.08, -0.06], [0.09, 0.05, -0.01], [0.03, 0.02, 0.03], [-0.06, -0.07, 0.09], [0.02, -0.07, 0.18], [0.03, 0.07, 0.08], [0.00, 0.08, -0.03], [-0.12, 0.03, 0.03], [-0.02, 0.11, 0.19], [-0.04, -0.01, -0.05], [0.07, 0.07, 0.14], [0.00, 0.08, -0.05], [-0.09, 0.13, 0.06], [-0.08, -0.07, 0.06], [0.03, 0.03, 0.00], [-0.02, 0.02, 0.00], [-0.07, 0.00, -0.02], [-0.04, -0.11, -0.03], [0.02, -0.08, 0.05], [0.08, -0.06, 0.09], [-0.15, 0.06, -0.43], [-0.14, 0.06, 0.31], [0.36, -0.26, -0.13], [0.13, 0.39, 0.15], [-0.11, -0.10, 0.07], [0.06, 0.17, 0.08], [0.13, -0.09, 0.02], [0.02, 0.09, 0.23], [-0.17, -0.12, 0.05], [-0.03, 0.07, -0.11], [-0.09, -0.10, 0.11], [0.12, -0.12, -0.06], [-0.21, -0.14, 0.00]]}

| no. | calculated total energy (eV) |
| --- | --- |
| 1 | -18666.0122 |
| 2 | -9558.0686 |
| 3 | -6880.9387 |
| 4 | -46843.7034 |
| 5 | -60960.5895 |